C30H25BrF4N4NbS as an isolated structure at a distorted geometry, computed with ωB97M-V/def2-TZVPD.

```
! RIJCOSX wB97M-V def2-TZVPD def2/J DEFGRID3
* xyz 3 1
Nb -2.5544 -19.8845 1.2065
C -3.9272 -23.0117 1.6275
N -4.2877 -21.5899 1.7829
C -5.5156 -21.3181 0.9894
C -4.5448 -21.2732 3.2228
C -4.7339 -19.7633 3.4133
N -3.8285 -18.9981 2.4971
C -3.5679 -17.6150 2.6668
C -3.7472 -16.6983 1.6108
F -3.9783 -17.1995 0.3726
C -3.6703 -15.3111 1.7388
F -3.9079 -14.5568 0.6386
C -3.2935 -14.8269 2.9738
C -3.1586 -15.6967 4.0370
F -2.9873 -15.1637 5.2579
C -3.2400 -17.0517 3.9309
F -2.9750 -17.8424 5.0081
H -4.7591 -23.6531 2.0145
H -3.0315 -23.2399 2.1987
H -3.7617 -23.3155 0.5891
H -6.3309 -22.0575 1.2092
H -5.2871 -21.4767 -0.1077
H -5.8274 -20.3162 1.0422
H -3.6666 -21.6081 3.7963
H -5.4132 -21.7840 3.6764
H -4.5150 -19.4591 4.4334
H -5.7721 -19.4882 3.1561
H -3.0747 -13.7646 3.1089
Br -3.4831 -20.1929 -1.1942
C -1.6897 -19.6851 -1.7749
C -1.3084 -20.1023 -3.0120
C -0.0247 -19.8199 -3.4503
C 0.8321 -19.0640 -2.6671
C 0.4026 -18.5310 -1.4233
C 1.0974 -17.5045 -0.7340
C 0.4768 -16.8088 0.2957
C -0.7479 -17.2729 0.8297
C -1.3235 -18.4137 0.3475
C -0.8683 -18.9333 -0.9120
H -1.9921 -20.6815 -3.5971
H 0.2396 -20.1914 -4.4485
H 1.8097 -18.6929 -3.0170
H 2.1138 -17.2184 -1.1060
H 0.9418 -15.9209 0.7609
H -1.0156 -16.8438 1.7872
S 2.4855 -23.4742 3.2956
C 1.0513 -22.5489 2.8513
C 0.3374 -22.7933 1.7087
C -0.6893 -21.9618 1.3245
N -1.0922 -20.9445 2.1018
C -0.4452 -20.6881 3.3164
C 0.6300 -21.4818 3.6871
C 1.8004 -25.0490 3.3944
C 2.5788 -26.1717 3.0862
C 2.0331 -27.4234 3.1611
N 0.7243 -27.6303 3.4209
C -0.0056 -26.5664 3.6599
C 0.4642 -25.2435 3.6778
H 0.6235 -23.6250 1.0973
H -1.1946 -22.1863 0.4037
H -0.8523 -19.9106 3.9464
H 1.2058 -21.3068 4.6350
H 3.5728 -26.0581 2.6886
H 2.6824 -28.3166 3.0629
H -1.0714 -26.7451 3.8515
H -0.3285 -24.4738 3.7878
*
```

relative energy (zero: lowest compared OMol25 entry of this formula, charge and spin) = 39.1 kcal/mol
LUMO (alpha / beta) = -11.60 / -11.59 eV
Kohn-Sham gap (alpha / beta) = 4.54 / 4.54 eV
calculated total energy = -130743.9980 eV